(1)
Molecular formula: C2H2N2O2
Method: DFT, ωB97M-V with the def2-TZVPD basis set

```
8
Properties=species:S:1:pos:R:3:lowdin_charge:R:1
O -2.318 -0.511 1.362 0.196
C -1.836 0.354 0.752 -0.426
N 0.675 -1.098 0.316 0.141
C 1.185 -0.174 -0.313 -0.383
N 1.754 0.799 -0.785 0.147
O -1.387 1.239 0.135 0.174
H 0.702 -2.028 -0.082 0.079
H 1.225 1.419 -1.385 0.073
```

E_HOMO = -10.70 eV
SMILES string = N=C=N.O=C=O
E = -337.42440 Ha
Energy relative to the best compared isomer or geometry (same formula, charge and spin) = 0.001 eV

***

(2)
Molecular formula: C4H9NO2
Method: DFT, ωB97M-V with the def2-TZVPD basis set

```
16
Properties=species:S:1:pos:R:3:lowdin_charge:R:1
C 1.104 1.836 0.256 -0.085
C 0.279 1.581 -1.006 -0.236
N 0.027 0.157 -1.182 0.058
C -0.594 -0.459 -0.129 -0.609
O -1.459 0.032 0.564 0.093
O -0.095 -1.701 0.038 -0.039
C -0.880 -2.529 0.884 -0.057
H 1.981 1.176 0.278 0.079
H 1.446 2.871 0.309 0.071
H 0.505 1.620 1.147 0.073
H -0.688 2.086 -0.946 0.116
H 0.787 1.938 -1.907 0.113
H 0.797 -0.382 -1.553 0.138
H -0.354 -3.482 0.926 0.092
H -0.985 -2.094 1.881 0.094
H -1.870 -2.651 0.440 0.098
```

E_HOMO = -9.89 eV
SMILES string = CCNC(=O)OC
E = -363.06489 Ha
Energy relative to the best compared isomer or geometry (same formula, charge and spin) = 0.562 eV

***

(3)
Molecular formula: C28H27B2F33I2NO7P2S
Method: DFT, ωB97M-V with the def2-TZVPD basis set

```
103
Properties=species:S:1:pos:R:3:lowdin_charge:R:1
C 2.024 -3.720 2.875 -0.087
O 1.965 -3.423 1.449 -0.064
B 2.421 -2.056 1.186 -0.404
O 3.857 -1.807 1.098 0.065
B 1.305 -0.819 0.939 -0.861
C 0.007 -1.099 1.910 -0.541
I -1.766 -1.987 0.988 0.807
C -0.038 -0.792 3.289 -0.745
C 1.190 -0.118 4.030 -0.134
I -1.880 -1.231 4.391 0.623
O 1.813 0.559 0.781 -0.019
C 1.219 1.243 -0.353 -0.422
C 2.006 2.573 -0.811 -0.112
C 1.721 2.960 -2.360 -0.082
C 2.377 4.382 -2.758 -0.292
F 3.100 4.932 -1.683 0.071
F 3.357 4.060 -3.762 0.033
C 1.362 5.392 -3.461 -0.221
F 2.154 6.430 -4.032 0.081
F 0.777 4.680 -4.543 0.094
C 0.277 6.055 -2.501 -0.200
F -0.572 5.028 -2.049 0.082
F 0.845 6.627 -1.330 0.098
C -0.535 7.281 -3.197 -0.204
F 0.241 8.438 -2.881 0.083
F -0.528 7.205 -4.602 0.110
C -1.976 7.540 -2.562 -0.197
F -2.341 8.861 -2.953 0.089
F -1.845 7.606 -1.153 0.109
C -3.131 6.547 -3.053 -0.207
F -4.022 7.339 -3.838 0.086
F -2.701 5.512 -3.894 0.118
C -4.020 5.910 -1.893 -0.206
F -3.267 5.150 -0.962 0.107
F -4.643 6.994 -1.211 0.098
C -5.197 4.951 -2.387 -0.328
F -5.890 4.547 -1.212 0.087
F -4.727 3.746 -2.950 0.114
F -6.152 5.570 -3.191 0.130
P -0.379 1.959 0.396 0.818
O -0.143 2.130 1.927 -0.469
C 1.144 -0.013 -1.367 -0.502
C 2.551 -0.529 -2.025 -0.117
C 2.463 -2.070 -2.443 -0.183
N 2.391 -2.381 -3.726 0.035
P 0.004 0.050 -2.874 0.455
S -1.846 0.544 -2.501 0.243
O 0.823 -1.098 -0.461 -0.155
H 1.023 -3.394 3.322 0.103
H 2.920 -3.163 3.300 0.081
H 2.094 -4.847 2.991 0.096
H 4.294 -2.022 1.954 0.082
H 1.264 1.012 3.883 0.085
H 2.194 -0.643 3.828 0.085
H 1.007 -0.265 5.159 0.057
H 1.684 3.480 -0.203 0.105
H 3.141 2.468 -0.725 0.141
H 2.247 2.138 -2.969 0.103
H 0.619 2.886 -2.633 0.095
H -0.545 3.297 -0.114 0.013
H -1.535 1.132 0.250 -0.025
H 2.837 0.082 -2.942 0.093
H 3.312 -0.470 -1.174 0.132
H 2.481 -2.946 -1.724 0.130
H 2.406 -1.497 -4.276 0.023
H 0.587 0.885 -3.908 -0.009
H -0.031 -1.274 -3.460 0.005
C 6.769 -5.980 4.540 -0.038
C 5.334 -5.520 4.198 -0.430
C 4.377 -5.317 5.378 -0.293
F 4.208 -6.426 6.120 0.096
F 3.147 -4.972 4.926 0.074
F 4.813 -6.372 3.285 0.132
F 5.450 -4.316 3.562 0.103
O 7.065 -7.388 4.472 0.031
C 6.724 -8.192 5.582 -0.508
C 5.593 -9.185 5.275 -0.280
F 4.505 -8.579 4.764 0.101
F 5.197 -9.821 6.405 0.094
F 6.468 -7.401 6.640 0.136
F 7.842 -8.884 5.897 0.139
H 7.409 -5.547 3.766 0.148
H 7.131 -5.542 5.473 0.142
H 4.727 -4.516 6.035 0.175
H 5.922 -9.938 4.553 0.175
C -6.693 -0.709 -0.164 -0.033
C -5.363 -0.237 -0.794 -0.440
C -5.440 0.956 -1.753 -0.305
F -6.252 0.740 -2.804 0.093
F -4.213 1.220 -2.270 -0.103
F -4.761 -1.298 -1.379 0.106
F -4.551 0.131 0.238 0.069
O -7.390 -1.802 -0.791 0.032
C -8.213 -1.516 -1.902 -0.508
C -7.670 -2.102 -3.214 -0.280
F -6.397 -1.738 -3.449 0.103
F -8.406 -1.672 -4.270 0.090
F -8.434 -0.190 -1.960 0.135
F -9.413 -2.081 -1.632 0.136
H -6.428 -1.105 0.820 0.150
H -7.367 0.125 0.046 0.142
H -5.783 1.855 -1.235 0.160
H -7.702 -3.195 -3.195 0.174
```

E_HOMO = -4.97 eV
E = -6686.13414 Ha
Total charge = -1

***

(4)
Molecular formula: C27H36N7O3SiTi
Method: DFT, ωB97M-V with the def2-TZVPD basis set

```
75
Properties=species:S:1:pos:R:3:lowdin_charge:R:1
Ti -0.537 -0.678 -0.038 1.174
N 0.732 2.637 -2.882 0.169
C 0.631 1.873 -1.813 -0.095
N -0.114 0.796 -1.750 0.060
C -0.751 0.366 -2.912 -0.244
N -1.280 -0.816 -2.959 0.116
N -1.064 -1.539 -1.826 -0.097
C -1.299 -2.802 -1.876 0.032
C -1.048 -3.550 -0.662 -0.222
C -1.164 -4.924 -0.587 0.049
C -0.848 -5.557 0.611 0.026
C -0.426 -4.785 1.680 0.018
C -0.342 -3.409 1.531 -0.053
N -0.651 -2.793 0.390 0.028
C -0.779 1.222 -4.077 -0.081
C -1.505 0.914 -5.233 0.016
C -1.441 1.755 -6.321 -0.019
C -0.649 2.906 -6.280 -0.010
C 0.080 3.223 -5.151 0.017
C 0.009 2.380 -4.052 -0.153
H 1.354 3.434 -2.870 0.183
H 1.202 2.158 -0.940 0.146
H -1.633 -3.271 -2.795 0.164
H -1.486 -5.484 -1.455 0.142
H -0.928 -6.632 0.702 0.140
H -0.163 -5.240 2.624 0.133
H -0.028 -2.775 2.347 0.098
H -2.103 0.014 -5.251 0.125
H -1.999 1.521 -7.217 0.128
H -0.604 3.555 -7.143 0.131
H 0.697 4.113 -5.126 0.132
C 0.739 -0.944 4.286 0.024
N 0.597 0.405 3.725 -0.075
C 1.301 1.484 4.420 0.029
C -0.027 0.558 2.591 -0.363
O -0.571 -0.414 1.980 -0.102
C -0.121 1.930 1.942 -0.067
O -0.844 1.823 0.725 -0.171
C -2.229 2.151 0.780 -0.046
C -3.061 0.908 0.486 -0.324
O -2.434 -0.108 0.057 -0.084
N -4.355 0.918 0.643 -0.087
C -5.162 -0.273 0.360 0.034
C -5.125 2.092 1.058 0.026
H 1.108 -0.866 5.304 0.111
H 1.452 -1.518 3.692 0.102
H -0.225 -1.448 4.295 0.104
H 1.087 1.423 5.484 0.116
H 0.994 2.464 4.067 0.095
H 2.376 1.370 4.275 0.106
H 0.885 2.269 1.689 0.152
H -0.578 2.659 2.613 0.149
H -2.424 2.895 0.004 0.164
H -2.491 2.574 1.749 0.145
H -4.524 -1.131 0.189 0.093
H -5.780 -0.097 -0.519 0.118
H -5.814 -0.466 1.211 0.115
H -4.503 2.973 1.177 0.092
H -5.635 1.881 1.997 0.119
H -5.878 2.303 0.300 0.120
C 5.118 0.839 -0.516 -0.173
Si 4.479 -0.430 0.701 0.472
C 5.057 -2.176 0.376 -0.166
C 4.771 0.100 2.479 -0.176
C 2.607 -0.479 0.429 -0.095
C 1.425 -0.593 0.115 -0.159
H 6.203 0.928 -0.433 0.049
H 4.695 1.828 -0.329 0.030
H 4.890 0.551 -1.543 0.038
H 6.139 -2.240 0.504 0.050
H 4.823 -2.488 -0.643 0.042
H 4.598 -2.887 1.065 0.038
H 5.827 -0.036 2.719 0.049
H 4.202 -0.501 3.192 0.023
H 4.543 1.156 2.636 0.029
```

E_HOMO = -16.22 eV
E = -2797.65564 Ha
Total charge = +3

***

(5)
Molecular formula: C22H22F3N2O2PbSe2
Method: DFT, ωB97M-V with the def2-TZVPD basis set

```
54
Properties=species:S:1:pos:R:3:lowdin_charge:R:1
Pb -0.262 -0.088 -0.097 1.023
O 0.922 -5.986 -1.386 -0.067
C 1.884 -4.904 -1.518 -0.173
C 1.190 -3.528 -1.042 -0.535
C 2.411 -2.571 -0.946 -0.259
O 2.082 -1.222 -1.037 -0.163
C 0.190 -3.142 -2.126 -0.432
Se -1.211 -1.606 -2.003 0.555
C 0.386 -3.688 0.260 -0.572
Se 0.522 -2.387 1.664 0.681
H 1.394 -6.849 -1.476 0.116
H 2.297 -4.724 -2.548 0.137
H 2.744 -5.048 -0.851 0.126
H 3.031 -2.881 -1.809 0.129
H 3.052 -2.788 -0.055 0.138
H 2.695 -0.665 -0.554 0.082
H -0.431 -4.028 -2.281 0.070
H 0.671 -2.865 -3.078 0.071
H 0.746 -4.567 0.836 0.076
H -0.745 -3.746 0.022 0.083
C 3.462 2.072 2.618 -0.068
C 3.622 3.323 2.070 -0.039
C 2.911 3.621 0.913 -0.004
C 2.066 2.684 0.312 -0.232
N 1.952 1.432 0.872 0.027
C 2.582 1.213 2.040 -0.143
C 1.358 2.833 -0.944 -0.196
C 1.790 3.851 -1.857 0.001
C 1.230 3.960 -3.153 -0.052
C 0.269 3.029 -3.491 -0.071
C -0.227 2.114 -2.579 -0.139
C 0.320 1.952 -1.350 -0.169
H 4.123 1.704 3.399 0.120
H 4.414 3.988 2.407 0.123
H 3.128 4.611 0.443 0.122
H 2.466 0.211 2.488 0.105
H 2.573 4.589 -1.478 0.124
H 1.601 4.754 -3.836 0.126
H 0.042 3.033 -4.530 0.107
H -1.043 1.489 -2.863 0.078
F -6.375 -0.115 3.886 0.144
C -5.861 1.036 3.403 -0.448
F -6.901 1.916 3.111 0.117
F -5.079 1.566 4.480 0.076
C -4.914 0.833 2.229 -0.051
C -4.560 -0.483 1.763 0.033
C -3.472 -0.587 0.967 -0.128
N -2.738 0.496 0.523 -0.052
C -3.070 1.719 0.999 -0.093
C -4.139 1.942 1.858 0.033
H -5.180 -1.379 1.953 0.142
H -3.162 -1.514 0.482 0.088
H -2.402 2.503 0.644 0.118
H -4.356 2.884 2.247 0.114
```

E_HOMO (alpha / beta) = -11.24 / -11.25 eV
E = -6406.52539 Ha
Energy relative to the best compared isomer or geometry (same formula, charge and spin) = 2.762 eV
Total charge = +1

***

(6)
Molecular formula: C3H3FNO4
Method: DFT, ωB97M-V with the def2-TZVPD basis set

```
12
Properties=species:S:1:pos:R:3:lowdin_charge:R:1
C -0.816 -0.113 -2.542 -0.641
C -0.057 0.030 0.072 -0.018
C -1.098 -0.612 -0.811 -0.386
N -1.091 -2.016 -0.807 -0.361
O -1.750 -0.426 -3.217 0.050
O 0.240 0.452 -2.623 0.023
O 0.007 -2.585 -0.750 0.013
O -2.146 -2.626 -0.953 0.056
F -2.363 -0.151 -0.512 0.031
H -0.399 0.048 1.108 0.078
H 0.142 1.043 -0.267 0.078
H 0.856 -0.554 -0.006 0.077
```

E_HOMO = -4.69 eV
SMILES string = C[C@@](F)(C(=O)[O-])[N+](=O)[O-]
E = -571.68537 Ha
Energy relative to the best compared isomer or geometry (same formula, charge and spin) = 0.000 eV
Total charge = -1

***

(7)
Molecular formula: C17H32BrCl2NO3S
Method: DFT, ωB97M-V with the def2-TZVPD basis set

```
57
Properties=species:S:1:pos:R:3:lowdin_charge:R:1
C 2.790 4.284 1.493 -0.106
C 2.109 3.310 0.530 -0.266
C 3.116 2.364 -0.161 -0.232
C 3.141 1.028 0.564 -0.206
C 4.207 0.062 0.037 -0.183
C 3.728 -1.074 -0.892 -0.185
C 2.761 -0.713 -2.026 -0.192
C 1.834 -1.892 -2.356 -0.169
C 0.884 -2.236 -1.228 -0.110
N -0.283 -1.339 -1.082 -0.043
C -0.996 -1.274 -0.017 -0.139
S -0.469 -2.141 1.470 0.605
C -1.643 -1.868 2.733 -0.228
O -0.431 -3.534 1.118 -0.276
O 0.801 -1.617 1.798 -0.283
C -2.190 -0.395 -0.287 -0.292
C -3.544 -0.675 0.372 -0.166
C -4.378 0.610 0.287 -0.144
C -5.822 0.406 0.765 -0.236
O -6.159 -0.961 0.970 -0.067
C -2.263 -0.492 -1.807 -0.591
Cl -2.724 -2.163 -2.328 0.728
C -0.752 -0.451 -2.126 -0.635
Br -0.271 1.435 -1.986 0.875
H 2.093 4.504 2.296 0.070
H 3.032 5.218 1.006 0.065
H 3.671 3.846 1.945 0.068
H 1.553 3.905 -0.190 0.090
H 1.397 2.698 1.073 0.081
H 4.098 2.827 -0.126 0.105
H 2.847 2.258 -1.209 0.081
H 2.154 0.572 0.548 0.096
H 3.363 1.246 1.604 0.119
H 4.626 -0.436 0.906 0.105
H 5.036 0.585 -0.431 0.106
H 3.344 -1.871 -0.262 0.100
H 4.613 -1.476 -1.375 0.108
H 3.355 -0.528 -2.916 0.115
H 2.188 0.188 -1.861 0.035
H 1.335 -1.791 -3.312 0.106
H 2.479 -2.758 -2.473 0.126
H 0.448 -3.205 -1.441 0.139
H 1.448 -2.352 -0.315 0.098
H -1.334 -2.566 3.501 0.082
H -2.650 -2.127 2.437 0.056
H -1.525 -0.779 3.123 -0.135
H -1.891 0.566 0.142 0.140
H -3.462 -0.904 1.423 0.090
H -4.061 -1.507 -0.081 0.094
H -3.877 1.321 0.935 0.122
H -4.355 0.972 -0.734 0.104
H -6.481 0.842 0.019 0.113
H -6.008 0.976 1.668 0.114
H -6.881 -1.170 0.361 0.095
H -2.885 0.203 -2.337 0.101
H -0.574 -0.772 -3.134 0.092
Cl -0.545 0.842 3.371 -0.339
```

E_HOMO = -7.52 eV
E = -4839.89727 Ha

***

(8)
Molecular formula: C20H36NOP2Sn
Method: DFT, ωB97M-V with the def2-TZVPD basis set

```
61
Properties=species:S:1:pos:R:3:mulliken_spin:R:1
P -0.317 -2.057 -2.715 0.089
P -0.072 1.978 -2.874 -0.012
C -0.698 -0.632 -3.775 -0.010
C 0.370 0.482 -3.768 0.052
H -1.712 -0.270 -3.521 0.000
H -0.761 -1.030 -4.805 0.002
H 1.356 0.134 -3.395 -0.022
H 0.527 0.824 -4.805 -0.002
C -1.600 2.618 -3.590 0.001
H -2.091 3.319 -2.905 0.000
H -2.291 1.807 -3.846 0.000
H -1.326 3.153 -4.509 0.000
C 1.173 3.189 -3.326 0.004
H 0.806 3.758 -4.183 0.000
H 2.106 2.687 -3.605 -0.002
H 1.372 3.886 -2.504 0.000
C -1.709 -3.169 -2.638 0.010
H -1.613 -3.823 -1.757 -0.004
H -1.724 -3.792 -3.547 0.002
H -2.646 -2.599 -2.581 -0.001
C 0.982 -2.906 -3.656 0.000
H 1.834 -2.235 -3.836 -0.007
H 0.574 -3.219 -4.631 0.000
H 1.334 -3.793 -3.110 0.001
Sn -1.684 -0.829 2.857 0.000
C 1.133 1.997 -0.561 0.006
C -0.219 1.853 -1.109 0.009
C -1.122 0.611 -0.764 -0.016
C -0.513 -0.711 -0.270 0.069
C 0.462 -1.572 -1.186 0.008
C 1.863 -1.223 -1.330 0.716
C 2.559 -0.066 -0.806 -0.045
C 1.889 1.011 0.156 0.018
C -0.269 -2.370 3.546 0.000
H 1.554 2.991 -0.696 -0.001
H -0.800 2.761 -0.828 0.000
H -1.796 0.388 -1.603 0.001
H -1.797 0.979 0.020 -0.001
H -0.036 -0.601 0.717 -0.016
H -1.384 -1.368 -0.086 0.002
H 0.419 -2.582 -0.722 0.047
H 2.506 -2.041 -1.646 -0.034
H 2.978 0.506 -1.668 0.077
H 3.455 -0.449 -0.284 0.055
H 1.347 0.530 0.979 0.008
H 2.744 1.529 0.614 -0.004
H 0.638 -1.926 3.976 0.000
H 0.002 -2.986 2.675 0.000
H -0.776 -2.988 4.305 0.000
O -0.368 0.499 3.796 0.000
N -0.516 0.659 5.161 0.000
C -1.728 0.495 5.738 0.000
C -1.820 0.521 7.124 0.000
C -0.675 0.725 7.892 0.000
C 0.562 0.911 7.257 0.000
C 0.623 0.880 5.864 0.000
H -2.611 0.347 5.106 0.000
H -2.798 0.375 7.591 0.000
H -0.713 0.741 8.978 0.000
H 1.484 1.083 7.800 0.000
H 1.535 1.011 5.291 0.000
```

E_HOMO (alpha / beta) = -9.60 / -9.60 eV
E = -1809.88600 Ha
⟨S²⟩ = 0.754
Spin multiplicity = 2
Energy relative to the best compared isomer or geometry (same formula, charge and spin) = 0.445 eV
Total charge = +2

***

(9)
Molecular formula: C8H12N2O3S
Method: DFT, ωB97M-V with the def2-TZVPD basis set

```
26
Properties=species:S:1:pos:R:3:lowdin_charge:R:1
S -1.385 0.097 2.995 0.609
C -1.942 -1.319 1.896 -0.539
C -2.978 -0.805 0.750 -0.268
C -2.362 -1.028 -0.712 -0.150
C -1.204 0.090 -0.931 -0.180
C 0.152 -0.486 -1.396 0.115
C 1.223 0.665 -1.532 0.092
C 0.613 2.026 -1.163 0.033
N -0.706 2.343 -0.784 0.021
N -1.623 1.390 -0.665 0.095
H -0.058 -0.181 3.358 -0.119
H -2.566 -2.023 2.563 0.073
H -1.043 -1.871 1.463 0.079
H -3.977 -1.378 0.815 0.116
H -3.219 0.277 1.009 0.080
H -3.134 -0.936 -1.560 0.124
H -1.913 -2.084 -0.745 0.116
H 0.401 -1.574 -1.588 0.129
H 2.310 0.472 -1.864 0.103
H 1.342 2.916 -1.202 0.149
H -0.984 3.318 -0.562 0.184
C 4.404 0.034 -0.372 -0.854
O 3.581 0.609 0.392 -0.092
O 5.530 -0.343 0.289 0.047
O 4.330 -0.225 -1.591 -0.058
H 5.206 0.015 1.137 0.092
```

E_HOMO = -7.80 eV
E = -1045.27218 Ha
Energy relative to the best compared isomer or geometry (same formula, charge and spin) = 4.284 eV

***

- The highest E belongs to which entry?
  C2H2N2O2

***

- Number 7 is which compound?
  C17H32BrCl2NO3S

***

- Which formula does entry 5 have?
  C22H22F3N2O2PbSe2

***

- Which value of E does entry 7 give?
  -4839.89727 Ha